Entry 1:
{"formula": "C3H5NO", "method": "wB97M-V/def2-TZVPD", "smiles": "C1=NC1.C=O", "e_homo_ha": -0.375, "e_above_lowest_ev": 3.420, "total_charge": 0, "lumo_ev": 0.58, "molar_mass_da": 71.08, "orbital_gap_ev": 10.79, "species": ["C", "N", "C", "H", "H", "H", "C", "O", "H", "H"], "coordinates": [[0.714, 0.969, -0.097], [0.978, 1.826, -0.969], [-0.171, 0.837, -1.222], [1.051, 0.639, 0.883], [-1.188, 1.225, -1.172], [-0.007, 0.055, -1.964], [-0.532, -1.331, 1.085], [-1.336, -1.276, 0.192], [0.433, -1.867, 0.977], [-0.694, -0.829, 2.067]]}

---

Entry 2:
{"formula": "C12H34FeO6", "method": "wB97M-V/def2-TZVPD", "s_squared": 12.02, "e_homo_ha": [-0.512, -0.512], "total_charge": 2, "spin_multiplicity": 7, "lumo_ev": [-7.29, -10.43], "molar_mass_da": 330.24, "orbital_gap_ev": [6.64, 3.49], "species": ["Fe", "C", "C", "O", "H", "H", "H", "H", "H", "C", "C", "O", "H", "H", "H", "H", "H", "C", "C", "O", "H", "H", "H", "H", "H", "H", "C", "C", "O", "H", "H", "H", "H", "H", "H", "C", "C", "O", "H", "H", "H", "H", "H", "H", "C", "C", "O", "H", "H", "H", "H", "H", "H"], "coordinates": [[1.156, -3.124, 0.671], [0.094, 0.495, -1.222], [-0.489, -0.910, -1.324], [0.094, -1.789, -0.361], [1.179, 0.512, -1.317], [-0.222, 1.056, -0.343], [-0.272, 1.068, -2.073], [-0.461, -1.122, -2.393], [-1.557, -0.799, -1.134], [3.776, 0.412, 1.559], [3.379, -0.799, 0.776], [2.535, -1.777, 1.324], [3.854, 0.212, 2.627], [3.026, 1.177, 1.357], [4.731, 0.895, 1.349], [4.297, -1.384, 0.725], [3.136, -0.565, -0.260], [-0.745, 4.265, -1.360], [0.002, 5.508, -1.782], [-0.483, 6.759, -1.265], [-0.705, 3.464, -2.098], [-1.779, 4.560, -1.537], [-0.658, 3.994, -0.307], [0.030, 5.480, -2.871], [1.055, 5.492, -1.500], [-1.336, 6.918, -1.675], [-3.669, 0.435, 0.637], [-3.936, 1.936, 0.879], [-5.246, 2.249, 0.643], [-4.009, 0.262, -0.384], [-4.152, -0.218, 1.365], [-2.596, 0.283, 0.754], [-3.239, 2.542, 0.302], [-3.547, 2.262, 1.843], [-5.741, 1.631, 1.185], [-1.453, -1.497, 2.974], [-0.055, -1.833, 3.386], [0.182, -2.919, 2.521], [-2.019, -2.327, 3.396], [-1.598, -1.341, 1.905], [-1.783, -0.590, 3.481], [-0.086, -2.124, 4.436], [0.577, -0.955, 3.246], [-0.419, -3.607, 2.815], [1.536, -4.187, -2.934], [2.435, -3.261, -2.107], [2.534, -3.828, -0.798], [0.484, -4.278, -2.665], [2.037, -5.127, -3.168], [1.410, -3.691, -3.896], [2.003, -2.260, -2.066], [3.454, -3.101, -2.457], [3.261, -4.451, -0.858]]}

---

Entry 3:
{"formula": "C28H47MnN4O9PS2SbSeSi3", "method": "wB97M-V/def2-TZVPD", "s_squared": 2.12, "e_homo_ha": [-0.262, -0.213], "e_above_lowest_ev": 1.998, "total_charge": 0, "spin_multiplicity": 3, "lumo_ev": [-1.16, -1.19], "molar_mass_da": 1018.73, "orbital_gap_ev": [5.97, 4.61], "species": ["Mn", "C", "C", "O", "P", "S", "S", "O", "C", "C", "H", "H", "H", "H", "H", "H", "H", "H", "H", "H", "O", "C", "O", "C", "C", "C", "C", "C", "C", "O", "N", "O", "O", "N", "O", "O", "H", "H", "C", "Si", "C", "C", "Sb", "Si", "C", "C", "C", "Si", "C", "C", "C", "H", "H", "H", "H", "H", "H", "H", "H", "H", "H", "H", "H", "H", "H", "H", "H", "H", "H", "H", "H", "H", "H", "H", "H", "H", "H", "H", "C", "N", "C", "Se", "N", "C", "C", "C", "C", "C", "C", "H", "H", "H", "H", "H", "H", "H", "H"], "coordinates": [[0.849, -0.010, -0.103], [3.640, 3.295, 2.197], [2.205, 3.354, 1.712], [1.701, 2.011, 1.720], [0.173, 1.558, 1.593], [-0.054, -0.101, 2.633], [-0.296, 2.005, -0.427], [-0.597, 2.767, 2.333], [-1.797, 2.594, 3.091], [-1.857, 3.633, 4.197], [4.061, 4.296, 2.219], [4.226, 2.668, 1.531], [3.682, 2.860, 3.193], [2.138, 3.743, 0.689], [1.579, 3.963, 2.369], [-1.813, 1.577, 3.509], [-2.655, 2.727, 2.415], [-1.058, 3.484, 4.919], [-2.813, 3.540, 4.710], [-1.777, 4.632, 3.776], [-2.472, -2.266, 0.017], [-1.161, -2.038, -0.057], [-0.796, -0.839, -0.236], [-0.241, -3.133, -0.011], [-0.677, -4.430, -0.231], [0.237, -5.486, -0.228], [1.553, -5.274, 0.159], [2.007, -3.987, 0.421], [1.170, -2.838, 0.186], [1.625, -1.655, 0.147], [3.307, -3.827, 0.923], [3.691, -2.694, 1.244], [4.025, -4.811, 1.043], [-0.188, -6.781, -0.636], [-1.348, -6.900, -1.000], [0.622, -7.690, -0.627], [-1.717, -4.620, -0.447], [2.241, -6.100, 0.257], [-3.009, 4.958, 0.398], [-3.520, 3.560, -0.825], [-3.040, 4.097, -2.607], [-5.407, 3.300, -0.632], [-2.667, 1.190, -0.156], [-2.842, 0.075, -2.617], [-1.525, 0.868, -3.781], [-4.649, 0.404, -3.192], [-2.635, -1.823, -2.882], [-3.627, -2.428, 1.200], [-3.365, -1.244, 2.671], [-5.175, -1.970, 0.186], [-3.634, -4.222, 1.824], [-3.139, 5.945, -0.036], [-1.966, 4.862, 0.685], [-3.608, 4.927, 1.304], [-3.315, 5.127, -2.814], [-3.530, 3.470, -3.348], [-1.965, 4.001, -2.742], [-5.972, 3.908, -1.329], [-5.741, 3.567, 0.364], [-5.671, 2.258, -0.793], [-1.672, 1.932, -3.925], [-1.538, 0.393, -4.758], [-0.529, 0.735, -3.359], [-4.975, 1.423, -3.025], [-5.337, -0.254, -2.671], [-4.733, 0.195, -4.253], [-1.601, -2.133, -2.756], [-2.944, -2.082, -3.893], [-3.240, -2.401, -2.192], [-3.660, -0.220, 2.427], [-2.313, -1.226, 2.954], [-3.934, -1.550, 3.544], [-5.148, -0.923, -0.109], [-6.086, -2.142, 0.746], [-5.233, -2.565, -0.719], [-2.699, -4.487, 2.312], [-3.787, -4.921, 1.006], [-4.431, -4.380, 2.543], [5.770, 2.000, -2.318], [5.599, 0.892, -1.422], [4.427, 0.414, -0.937], [2.756, 1.081, -1.299], [4.683, -0.605, -0.105], [6.038, -0.811, -0.040], [6.791, -1.734, 0.666], [8.164, -1.627, 0.546], [8.755, -0.668, -0.278], [8.005, 0.229, -1.019], [6.628, 0.154, -0.875], [4.787, 2.355, -2.622], [6.327, 1.680, -3.199], [6.308, 2.810, -1.821], [3.999, -1.178, 0.404], [6.309, -2.486, 1.270], [8.797, -2.295, 1.109], [9.831, -0.620, -0.341], [8.469, 0.954, -1.669]]}

---

Entry 4:
{"formula": "C44H37NO3P2Pd", "method": "wB97M-V/def2-TZVPD", "e_homo_ha": -0.032, "e_above_lowest_ev": 0.000, "total_charge": -2, "lumo_ev": 4.30, "molar_mass_da": 796.15, "orbital_gap_ev": 5.18, "species": ["Pd", "C", "P", "C", "C", "C", "C", "C", "C", "C", "C", "C", "C", "C", "C", "C", "C", "C", "C", "C", "P", "C", "C", "C", "C", "C", "C", "C", "C", "C", "C", "C", "C", "N", "H", "H", "H", "H", "H", "H", "H", "H", "H", "H", "H", "H", "H", "H", "H", "H", "H", "H", "H", "H", "H", "H", "H", "H", "H", "H", "O", "C", "C", "O", "O", "C", "C", "C", "C", "C", "C", "C", "C", "C", "C", "C", "C", "H", "H", "H", "H", "H", "H", "H", "H", "H", "H", "H"], "coordinates": [[-1.331, 0.206, -0.136], [-4.572, -0.097, 0.945], [-3.245, -1.161, 0.147], [-3.578, -2.771, 0.974], [-3.456, -2.826, 2.366], [-3.608, -4.020, 3.049], [-3.870, -5.195, 2.355], [-3.965, -5.160, 0.973], [-3.817, -3.960, 0.289], [-3.992, -1.468, -1.515], [-5.320, -1.844, -1.716], [-5.826, -2.026, -2.994], [-5.005, -1.832, -4.099], [-3.682, -1.462, -3.914], [-3.180, -1.283, -2.630], [-4.143, 1.343, 0.937], [-4.818, 2.529, 0.657], [-3.825, 3.551, 0.694], [-2.629, 2.903, 0.993], [-1.202, 3.373, 1.051], [-0.119, 2.138, 0.144], [0.125, 3.108, -1.412], [-0.781, 2.862, -2.444], [-0.730, 3.589, -3.624], [0.242, 4.564, -3.802], [1.151, 4.816, -2.783], [1.085, 4.100, -1.596], [1.537, 2.339, 0.918], [2.642, 1.903, 0.184], [3.909, 1.859, 0.739], [4.104, 2.258, 2.055], [3.019, 2.693, 2.798], [1.747, 2.727, 2.240], [-2.839, 1.584, 1.167], [-4.723, -0.476, 1.960], [-5.511, -0.245, 0.409], [-3.213, -1.923, 2.915], [-3.500, -4.039, 4.127], [-3.974, -6.133, 2.887], [-4.139, -6.073, 0.417], [-3.873, -3.955, -0.792], [-5.965, -2.007, -0.860], [-6.861, -2.317, -3.130], [-5.398, -1.971, -5.099], [-3.033, -1.312, -4.769], [-2.143, -0.995, -2.473], [-5.865, 2.644, 0.410], [-3.962, 4.603, 0.478], [-0.850, 3.470, 2.080], [-1.074, 4.345, 0.570], [-1.523, 2.082, -2.302], [-1.446, 3.384, -4.412], [0.293, 5.122, -4.729], [1.916, 5.574, -2.913], [1.797, 4.310, -0.805], [2.503, 1.575, -0.837], [4.736, 1.479, 0.150], [5.086, 2.193, 2.506], [3.154, 2.983, 3.833], [0.915, 3.046, 2.854], [1.521, -1.639, 0.466], [2.912, -1.960, 0.530], [3.127, -3.549, 0.627], [4.308, -3.862, 0.897], [2.138, -4.246, 0.407], [3.576, -1.498, -0.775], [4.900, -1.802, -1.107], [5.464, -1.350, -2.291], [4.719, -0.601, -3.192], [3.386, -0.347, -2.905], [2.821, -0.801, -1.720], [3.495, -1.329, 1.796], [4.862, -1.167, 2.026], [5.334, -0.611, 3.205], [4.453, -0.217, 4.205], [3.094, -0.391, 4.000], [2.623, -0.936, 2.812], [1.504, -0.675, 0.566], [5.454, -2.460, -0.453], [6.494, -1.604, -2.519], [5.161, -0.247, -4.117], [2.769, 0.199, -3.611], [1.765, -0.643, -1.536], [5.572, -1.500, 1.288], [6.403, -0.500, 3.349], [4.823, 0.214, 5.129], [2.384, -0.099, 4.766], [1.560, -1.085, 2.679]]}

---

Entry 5:
{"formula": "C4H8N3P3", "method": "wB97M-V/def2-TZVPD", "smiles": "NC1=NC(P)=C=[PH2]C(P)=N1", "e_homo_ha": [-0.278, -0.278], "e_above_lowest_ev": 1.891, "total_charge": 0, "lumo_ev": [-0.74, -0.74], "molar_mass_da": 191.05, "orbital_gap_ev": [6.83, 6.83], "species": ["N", "C", "N", "C", "P", "C", "P", "C", "P", "N", "H", "H", "H", "H", "H", "H", "H", "H"], "coordinates": [[0.264, -2.882, 0.339], [0.190, -1.475, 0.087], [1.284, -0.807, 0.040], [1.809, 0.394, 0.131], [3.639, 0.412, -0.162], [1.311, 1.613, 0.569], [-0.457, 1.502, 0.275], [-1.727, -0.016, -0.126], [-3.463, 0.459, 0.071], [-1.198, -1.174, -0.020], [1.085, -3.348, 0.568], [-0.685, -3.415, 0.469], [3.881, 1.803, 0.317], [3.571, 0.928, -1.571], [-0.939, 2.500, -0.719], [-1.301, 2.051, 1.405], [-3.954, -0.348, -1.008], [-3.309, 1.804, -0.666]]}

---

Entry 6:
{"formula": "C23H25F3NO7S3", "method": "wB97M-V/def2-TZVPD", "e_homo_ha": -0.220, "e_above_lowest_ev": 0.000, "total_charge": -1, "lumo_ev": 2.75, "molar_mass_da": 580.65, "orbital_gap_ev": 8.74, "species": ["C", "C", "O", "C", "C", "C", "O", "C", "C", "C", "C", "C", "O", "H", "H", "H", "H", "H", "H", "H", "H", "H", "H", "H", "H", "H", "H", "H", "F", "C", "F", "F", "S", "N", "S", "C", "C", "C", "C", "C", "C", "O", "O", "S", "C", "C", "C", "C", "C", "C", "O", "O", "H", "H", "H", "H", "H", "H", "H", "H", "H", "H"], "coordinates": [[-3.302, 3.908, 0.884], [-3.632, 2.671, 1.673], [-2.417, 1.893, 1.672], [-2.499, 0.767, 2.382], [-1.314, -0.168, 2.167], [-2.094, -1.500, 2.156], [-2.598, -1.899, 1.122], [-2.319, -2.189, 3.497], [-1.082, -2.832, 4.087], [-0.031, -1.865, 4.643], [-0.420, -0.384, 4.605], [-0.270, 0.258, 3.248], [-3.430, 0.505, 3.130], [-4.222, 4.404, 0.570], [-2.741, 4.605, 1.513], [-2.693, 3.669, 0.009], [-3.905, 2.899, 2.710], [-4.421, 2.080, 1.191], [-2.784, -1.452, 4.160], [-3.064, -2.973, 3.302], [-1.413, -3.488, 4.906], [-0.624, -3.498, 3.340], [0.166, -2.136, 5.692], [0.920, -2.021, 4.113], [-1.439, -0.229, 4.978], [0.256, 0.157, 5.283], [0.735, 0.088, 2.830], [-0.362, 1.354, 3.338], [1.462, -4.068, 1.001], [1.825, -2.755, 1.129], [2.538, -2.623, 2.285], [2.611, -2.423, 0.091], [0.337, -1.724, 1.264], [1.478, 1.937, -1.951], [3.040, 1.533, -2.063], [3.084, 1.582, -3.850], [4.042, 0.797, -4.501], [4.051, 0.776, -5.896], [3.119, 1.536, -6.617], [2.173, 2.319, -5.944], [2.153, 2.337, -4.544], [3.898, 2.573, -1.558], [3.328, 0.143, -1.777], [0.684, 1.314, -0.666], [0.121, -0.299, -1.262], [-0.202, -0.308, -2.613], [-0.634, -1.475, -3.240], [-0.757, -2.650, -2.494], [-0.426, -2.652, -1.141], [-0.003, -1.489, -0.493], [1.559, 1.087, 0.465], [-0.504, 2.109, -0.497], [4.739, 0.208, -3.910], [4.789, 0.163, -6.414], [3.134, 1.518, -7.707], [1.448, 2.919, -6.493], [1.411, 2.896, -3.981], [-0.071, 0.614, -3.171], [-0.876, -1.456, -4.302], [-1.108, -3.573, -2.954], [-0.502, -3.568, -0.557], [-0.942, 0.077, 1.160]]}

---

Entry 7:
{"formula": "C3H8N2OS", "method": "wB97M-V/def2-TZVPD", "s_squared": 0.76, "e_homo_ha": [-0.493, -0.492], "e_above_lowest_ev": 1.861, "total_charge": 1, "spin_multiplicity": 2, "lumo_ev": [-4.84, -8.78], "molar_mass_da": 120.18, "orbital_gap_ev": [8.57, 4.59], "species": ["C", "C", "S", "N", "C", "N", "O", "H", "H", "H", "H", "H", "H", "H", "H"], "coordinates": [[-0.384, 0.439, 0.878], [-0.475, -1.080, 1.099], [-0.229, -1.370, 2.932], [-0.770, 0.801, -0.594], [0.085, 1.013, -1.876], [0.680, -0.168, -2.267], [0.607, 2.094, -2.066], [0.579, 0.903, 1.119], [-0.988, 0.996, 1.636], [-1.518, -1.524, 0.941], [0.181, -1.657, 0.429], [1.133, -1.145, 2.824], [-1.125, 1.747, -0.577], [0.800, -0.834, -1.539], [1.423, -0.217, -2.941]]}

---

Entry 8:
{"formula": "C4HCl3", "method": "wB97M-V/def2-TZVPD", "s_squared": 2.02, "e_homo_ha": [-0.214, -0.348], "total_charge": 0, "spin_multiplicity": 3, "lumo_ev": [0.36, -3.36], "molar_mass_da": 155.41, "orbital_gap_ev": [6.19, 6.13], "species": ["C", "C", "C", "C", "Cl", "Cl", "Cl", "H"], "coordinates": [[-2.415, 2.847, -0.212], [-1.993, 1.716, -0.110], [0.146, 0.082, 0.892], [1.100, 0.981, 1.168], [-1.517, 0.204, 0.249], [2.606, 0.619, 1.835], [0.726, 2.696, 0.938], [0.298, -1.025, 0.807]]}